Entry 1:
C30H44BrN3P2Ti as an isolated structure in a non-equilibrium geometry. Source: the OMol25 dataset; level of theory: ωB97M-V/def2-TZVPD.

Values from the calculation:
Expectation value of S²: 2.089
HOMO-LUMO gap (spin up / spin down) (eV): 5.67 / 6.96
E_LUMO (spin up / spin down) (eV): -6.1 / -6.2
Spin multiplicity: 3
Net charge: +2
Energy above the lowest of the compared OMol25 structures with the same formula, charge and spin (kcal/mol): 100.9

```
81
Properties=species:S:1:pos:R:3:forces:R:3:mulliken_spin:R:1
C -3.9350 -3.0929 0.4210 -0.21 0.08 0.18 0.00
H -4.5461 4.6077 2.3737 0.19 -0.36 0.02 0.00
H -1.9454 -2.2912 0.8035 -0.15 0.40 -0.34 0.01
C 4.8811 -0.5097 2.1763 0.36 -0.15 0.06 0.06
C 1.0181 -0.2549 -0.0341 -0.49 -0.95 0.92 -0.05
P 3.3401 -1.2095 1.5069 1.22 0.87 0.80 0.08
H -2.3980 1.2465 4.1597 -0.13 0.58 -0.21 0.00
C 1.3360 -0.7569 1.2579 -1.99 0.34 -1.39 0.25
N -1.5905 5.5971 -3.9392 0.01 0.46 -0.35 0.00
C 3.7049 -1.4376 -0.2613 -0.20 -0.30 -0.10 0.02
C -3.5372 3.0185 3.4620 0.13 -0.26 -0.16 0.00
Ti -2.1516 0.6793 -0.4983 -2.56 -0.91 0.88 1.04
H -1.4012 -4.4302 -0.7846 0.03 0.11 -0.23 0.00
N -3.1274 1.9130 0.9469 0.17 1.09 0.84 -0.03
P -2.5390 -1.5934 -1.4739 0.07 -3.35 -1.34 0.01
H 1.2596 3.0938 0.4648 0.41 -0.27 0.01 0.01
C 2.0687 0.1746 2.1359 1.18 -1.62 -0.76 0.09
C -1.3414 5.7819 -2.6485 -0.02 -0.92 0.52 0.00
C 3.8282 -4.0152 1.7714 0.23 -0.17 -0.20 0.00
C -2.7065 -0.1406 -2.6735 0.23 0.11 -0.15 0.01
H -3.2794 -1.0650 0.8259 0.00 -0.67 0.06 0.00
H -1.9013 2.2448 -4.0157 0.02 0.26 0.12 0.00
H -1.8823 -0.5080 2.2474 -0.25 0.20 -0.26 0.01
H 3.3402 -2.6491 3.3944 -0.03 -0.01 -0.26 0.00
H 7.0064 -0.7576 2.3445 -0.17 -0.21 -0.12 0.00
H -4.1982 -3.2533 1.4726 0.06 -0.04 -0.11 0.00
C -0.9664 -4.0045 -1.6977 -0.12 -0.03 -0.26 0.00
H -1.1632 6.8008 -2.3031 -0.09 -0.18 -0.19 0.00
H -3.7216 3.4383 4.4556 -0.02 -0.13 -0.45 0.00
C -2.7943 1.8398 3.3270 -0.18 0.51 0.32 -0.01
H -2.2412 -1.1669 -4.5784 -0.26 0.16 0.34 0.00
H -3.3667 0.2061 -4.7355 0.18 -0.29 0.37 0.00
H 2.8585 -1.9824 -0.7082 0.33 0.13 0.13 -0.01
C 6.1549 -1.3325 1.9563 0.35 0.02 0.11 0.01
H 3.1587 0.5199 -1.0763 0.21 -0.12 0.03 0.00
Br 1.8468 0.0232 4.0313 -0.30 -0.02 0.33 0.06
C -0.9321 -2.4740 -1.6582 0.48 0.31 0.12 -0.02
C -0.4686 1.4154 -0.8537 0.63 2.97 -0.69 -0.15
C 1.4208 2.0287 0.6474 0.56 0.03 1.61 -0.08
H -4.2037 3.5036 0.1180 0.15 -0.10 0.48 0.00
H 4.9164 -3.9385 1.8843 -0.33 0.04 -0.08 0.00
H -3.4955 0.5593 -2.3165 0.14 -0.05 -0.07 0.02
H 1.9957 -3.0201 2.3177 0.41 0.02 0.06 0.00
C -3.8111 3.0909 1.0537 0.17 -1.18 0.19 0.01
H -0.3598 -2.1810 -0.7675 -0.01 -0.18 -0.42 0.03
H 3.5109 -4.9123 2.3183 0.06 0.25 -0.13 0.00
H 4.8767 0.3860 -0.6278 -0.24 -0.20 -0.09 0.00
H 4.5670 -2.1189 -0.2888 -0.13 0.13 0.09 0.00
C -4.0059 3.6606 2.3031 -0.14 0.28 0.11 0.00
H -0.4284 -2.0695 -2.5488 -0.01 -0.11 0.21 0.01
C -1.2840 4.7124 -1.7355 -0.11 0.48 -0.52 0.02
H -0.6863 0.5059 2.0668 -0.28 0.58 -0.25 0.02
H 6.3570 -1.5359 0.8953 -0.08 0.08 0.30 0.00
C 3.0741 -2.8097 2.3386 -0.45 -0.08 0.51 0.01
H 4.9848 0.4848 1.7210 -0.06 -0.15 0.10 0.00
H 4.2598 -0.4401 -2.0717 -0.02 0.13 0.26 0.00
C -3.0810 -0.6466 -4.0925 -0.33 -0.08 0.22 0.00
H 6.1379 -2.2878 2.4976 -0.03 0.31 -0.15 0.00
C -1.7511 3.2354 -3.5867 -0.09 0.54 -0.15 0.02
H -3.9332 -1.3363 -4.0219 0.27 0.23 -0.13 0.00
H -3.5633 -4.0380 0.0127 -0.06 0.25 0.00 0.00
C 2.2047 1.5571 1.6689 -0.14 1.28 -0.35 0.22
H 4.6921 -0.3584 3.2477 0.08 0.02 -0.18 0.00
C -1.5019 3.4209 -2.2228 0.48 -0.03 0.31 0.01
H -4.8473 -2.8140 -0.1154 0.20 -0.11 0.09 0.00
H 0.7304 -1.5732 1.6889 0.82 0.11 -0.49 -0.05
C -2.5472 1.4103 2.0428 -0.53 0.23 0.29 0.04
H 2.8395 2.2160 2.2599 -0.23 -0.08 -0.12 0.00
C -1.4240 2.2672 -1.3229 2.37 -0.28 -0.96 0.24
H 0.0663 -4.3717 -1.7703 -0.25 0.03 0.01 0.00
H -1.0682 4.8903 -0.6811 -0.05 -0.05 -0.28 0.00
H -1.5195 -4.3810 -2.5661 0.06 0.06 0.24 0.00
H -1.7322 0.3846 -2.7277 -0.57 -0.16 -0.07 0.00
C -2.8876 -1.9769 0.3247 -1.15 0.90 0.05 0.01
H -1.9689 4.2517 -5.4774 0.04 0.19 0.22 0.00
H 3.5966 -4.1771 0.7117 0.07 0.01 0.22 0.00
C 0.7264 1.0998 -0.1646 -0.19 0.28 -1.12 0.11
N -1.6441 0.3471 1.7373 0.58 -0.97 0.38 -0.03
H 0.8896 -0.9114 -0.8978 -0.54 0.18 0.61 0.01
C 4.0160 -0.1600 -1.0385 0.14 0.14 -0.21 0.01
C -1.7856 4.3703 -4.4089 0.09 -0.64 0.64 0.00
```
Positions in Å, forces in eV/Å.

---

Entry 2:
A 8-piece molecular cluster, C30H44Cl14F3N2O4PS overall in a non-equilibrium geometry. Source: the OMol25 dataset; level of theory: ωB97M-V/def2-TZVPD.

Values from the calculation:
HOMO-LUMO gap (eV): 7.05
E_LUMO (eV): -1.7
SMILES: Cc1ccc(C[C@@](C#N)([C@](C#N)(CC=O)P(C)O)S(=O)(=O)C(F)(F)F)cc1.ClCCCl.ClCCCl.ClCCCl.ClCCCl.ClCCCl.ClCCCl.ClCCCl
Energy above the lowest of the compared OMol25 structures with the same formula, charge and spin (kcal/mol): 411.0

```
99
Properties=species:S:1:pos:R:3:forces:R:3:lowdin_charge:R:1
C 2.2389 5.4112 -4.2886 0.69 -1.19 1.87 -0.18
H -4.8106 2.5082 -0.8078 -0.04 -0.26 -0.09 0.08
C 2.1260 1.8901 0.2541 0.00 1.14 -1.21 -0.34
C -1.3702 2.3077 -10.6454 0.25 -0.14 -0.12 -0.66
N -0.1545 2.7183 -1.4955 9.08 -3.38 7.90 0.19
C 3.1755 3.0841 -3.0513 -1.14 3.57 -0.59 -0.02
H -3.5558 -3.1456 4.0221 0.15 -0.14 -0.01 0.08
H -5.9881 -6.9505 -1.3175 0.15 0.16 0.17 0.07
H -1.5730 1.5235 -11.3822 0.05 0.08 0.21 0.07
C 2.8734 2.4134 3.2962 2.72 0.69 5.17 -0.28
O 0.1452 2.2923 2.3345 6.19 -0.42 -0.99 -0.33
H 1.6766 -2.6108 5.0961 -0.05 0.07 0.18 0.06
Cl -3.6900 0.5631 -1.5431 0.00 -0.10 0.05 0.61
H 1.7950 5.3444 -6.5348 0.46 2.06 1.69 0.07
H -0.8292 3.1153 -11.1486 -0.12 -0.13 0.22 0.07
Cl -3.4273 -7.5386 -0.0667 0.02 0.04 0.00 0.53
H 0.4720 -3.6524 5.8724 0.38 0.29 0.28 -0.04
H -5.4768 -7.7383 1.0542 0.03 0.12 -0.15 0.07
F 3.1491 3.7651 3.9151 -0.93 -4.87 -2.32 0.01
H 3.0689 3.3874 -5.5124 -0.53 1.21 2.52 0.10
H 3.6311 1.9849 -3.1094 -1.02 2.74 0.31 0.08
O -0.3335 -0.6024 -0.8142 2.62 1.72 -1.63 -0.36
H 4.6660 0.3663 0.9146 -1.73 -0.91 -1.30 0.13
Cl -0.1200 -2.1710 8.3058 -0.01 -0.05 0.10 0.54
Cl -6.6110 1.6649 -2.9323 0.07 -0.02 -0.04 0.55
H -1.5487 -4.2409 2.8911 -0.05 -0.04 0.27 0.08
C 2.3092 5.3196 -1.4269 0.87 -2.27 -3.95 0.00
H 3.8764 -1.3369 0.7773 -0.05 2.30 -1.25 0.15
H 2.9249 -5.3678 10.2250 0.03 0.22 0.17 0.07
C -1.6070 -4.0607 3.9692 -0.17 0.22 -0.16 -0.63
C -1.5461 1.4008 -4.2422 -0.39 0.20 0.10 -0.65
C -0.5700 1.7330 -9.4874 -0.08 -0.25 -0.21 -0.67
C 3.1161 -4.3343 10.5307 -0.31 0.08 -0.21 -0.68
H 3.1921 -3.7208 9.6269 -0.09 -0.07 0.27 0.02
H 2.7462 6.9690 -5.9648 -1.82 -1.45 0.44 0.09
C -5.0058 1.4350 -0.7182 -0.32 0.24 0.25 -0.63
C 3.9055 -0.2549 0.2731 1.24 -0.95 0.05 -0.15
H -6.5291 -0.0166 -1.2752 0.13 0.24 -0.06 0.07
C 0.8140 2.3768 -0.6742 -6.60 1.83 -5.47 -0.09
H -1.4891 1.1320 -3.1834 -0.09 0.07 -0.21 0.00
Cl -3.1513 1.6307 -6.4563 0.07 -0.01 -0.08 0.55
C 3.3564 2.8301 -0.2764 0.96 2.28 -1.35 -0.13
H 4.3053 2.2753 -0.6673 -2.02 0.46 0.85 0.11
C 1.2671 -2.9243 6.0608 -0.31 0.34 -0.13 -0.69
Cl 1.6908 -4.8699 12.8130 0.02 -0.02 0.07 0.53
C 1.7508 -0.3657 1.6978 -3.48 -2.18 7.63 -0.13
C -4.9508 -6.8961 0.5952 -0.27 0.12 0.11 -0.68
H -3.1041 -3.9340 5.5430 0.06 -0.13 -0.23 0.07
C 4.5951 -0.4554 -1.1943 4.57 3.61 -2.44 -0.14
H 3.7693 3.6007 0.5377 -1.24 -1.94 -1.48 0.14
Cl 4.7094 -4.2787 11.3247 0.05 -0.03 0.07 0.53
Cl -2.9501 2.9425 -10.1229 0.02 0.03 0.03 0.53
H -0.7025 0.1372 -1.4006 0.67 -1.16 1.34 0.01
H 1.5030 7.2212 -2.7264 1.08 -2.49 -0.56 0.09
H 0.8343 6.6567 -5.5784 2.22 -0.49 -0.38 0.08
H 2.7622 -0.0873 -3.2502 -1.93 -0.02 1.10 0.05
H -4.9488 1.1662 0.3406 -0.04 -0.03 -0.20 0.08
H -3.6976 1.4871 -4.1811 0.25 -0.06 -0.12 0.02
C 2.0089 -3.8000 11.4252 0.04 0.18 -0.31 -0.67
C 1.6686 -0.0577 -2.8369 -0.35 0.62 -1.24 -0.36
Cl -5.1173 -4.7632 -1.1238 0.04 0.02 -0.02 0.53
H 1.2448 1.0118 -3.0441 0.92 -1.99 0.58 0.00
O 1.5403 4.2183 1.7050 2.04 -5.56 0.59 -0.35
C -2.9135 1.0327 -4.7956 -0.03 -0.05 0.28 -0.69
Cl -3.9716 -5.4519 3.9546 0.01 -0.05 0.06 0.57
C 2.9078 3.8020 -1.5639 -0.38 1.27 -2.89 -0.16
F 4.1940 1.8867 2.9004 -4.63 1.37 1.27 0.03
F 2.2182 1.6291 4.4009 2.76 2.50 -4.08 0.00
O 5.6737 0.2666 -1.6082 -6.79 -4.37 3.04 -0.08
H 1.0450 -0.7881 -3.5484 1.41 1.38 2.04 0.03
H 0.3296 1.2393 -9.8662 -0.14 0.14 -0.02 0.07
C -5.8228 -6.2663 -0.4793 -0.19 -0.28 0.15 -0.67
H 0.0383 -1.1603 6.1965 0.13 -0.16 0.06 0.07
C -3.0476 -4.0132 4.4529 0.18 0.32 0.09 -0.65
H -1.3509 2.4740 -4.3318 0.00 -0.26 -0.04 0.08
S 1.6312 2.6561 1.9393 -8.74 6.31 -0.82 0.89
H 2.1349 5.7850 -0.3574 0.36 -1.09 -2.49 0.10
H -6.7984 -6.0020 -0.0583 0.22 -0.05 0.01 0.07
H -3.0694 -0.0507 -4.7992 0.10 0.23 -0.03 0.07
H -1.1121 -3.1075 4.1821 -0.14 -0.10 0.00 0.06
C 1.9033 6.1991 -5.7101 -0.43 -1.55 1.09 -0.12
C -6.3732 1.0669 -1.2716 0.02 -0.11 0.29 -0.66
H -7.1573 1.5213 -0.6571 0.23 -0.02 -0.08 0.07
N 1.2668 -0.7849 2.8408 4.66 3.78 -10.75 0.15
H 1.0754 -3.7293 10.8592 0.21 -0.07 0.01 0.05
Cl -0.6614 -5.3255 4.7927 -0.25 -0.37 -0.20 0.60
Cl -0.2303 0.5289 -5.0671 -0.46 0.19 -0.89 0.60
Cl -0.0271 2.9949 -8.3539 -0.01 0.04 0.04 0.51
H 1.5598 -1.0325 7.0967 -0.16 -0.21 0.00 0.07
H -1.1503 0.9964 -8.9231 0.04 0.26 -0.05 0.06
C 1.9621 6.1415 -2.8428 1.63 -4.27 0.31 -0.01
C 0.7486 -1.7133 6.8199 0.26 0.13 -0.39 -0.66
H 2.2485 -2.8044 11.8117 0.04 -0.27 -0.04 0.07
H 4.1644 -1.2009 -2.0052 0.73 1.23 2.01 0.12
C 2.3639 0.2934 0.2791 -0.61 -0.21 1.79 -0.47
P 1.4239 -0.7342 -1.0732 -2.09 -1.42 -0.60 0.98
H -4.7028 -6.1791 1.3842 -0.01 -0.11 -0.28 0.01
C 2.8699 3.8743 -4.4529 -0.86 1.77 5.08 -0.01
Cl 2.5801 -3.7530 6.9334 0.00 -0.06 0.00 0.57
```
Positions in Å, forces in eV/Å.